Record 1
C2H4O3 | the ωB97M-V functional and the def2-TZVPD basis

Each line ends with the natural charge from an NBO analysis.
Cartesian coordinates (Å):
C  0.441  -0.196  0.154  0.72
C  -0.763  0.724  -0.446  -0.65
O  1.679  0.288  -0.196  -0.26
O  1.108  -0.860  -0.801  -0.27
O  0.216  -0.818  1.345  -0.72
H  -0.513  1.035  -1.397  0.23
H  -1.163  1.352  0.248  0.22
H  -1.690  0.105  -0.491  0.22
H  0.684  -1.629  1.583  0.51

The SMILES is CC1(O)OO1. As for the spin multiplicity: 1. The HOMO energy is -10.31 eV. Its gap between HOMO and LUMO is 11.06 eV. As for the charge: 0. The electronic energy comes out at -8277.356 eV. The value obtained for the energy above the lowest of the compared OMol25 structures with the same formula, charge and spin is 96.9 kcal per mole.



Record 2
C2H3NO2 | the ωB97M-V functional and the def2-TZVPD basis

Each line ends with the natural charge from an NBO analysis.
Cartesian coordinates (Å):
C  1.009  -1.248  -0.072  0.64
C  -0.004  -0.246  -0.173  -0.79
N  3.294  0.887  -0.328  0.15
O  1.159  -2.352  0.393  -0.47
O  2.273  0.391  0.148  -0.33
H  -0.049  0.257  -1.150  0.27
H  -0.870  -0.773  0.256  0.24
H  0.231  0.613  0.453  0.29

As for the spin multiplicity: 1. The HOMO energy (alpha / beta) is -7.31 / -8.72 eV. Its gap between HOMO and LUMO (alpha / beta) is 6.82 / 8.18 eV. As for the charge: 0. The electronic energy comes out at -7702.138 eV. The value obtained for the energy above the lowest of the compared OMol25 structures with the same formula, charge and spin is 131.6 kcal per mole.



Record 3
AsCsF6 | the ωB97M-V functional and the def2-TZVPD basis

Each line ends with the Mulliken charge.
Cartesian coordinates (Å):
Cs  2.941  1.164  -1.318  1.02
As  -0.405  -0.173  0.206  1.93
F  -1.409  0.966  1.220  -0.50
F  0.827  -0.095  1.508  -0.48
F  0.631  -1.180  -0.884  -0.51
F  -1.612  -0.354  -1.112  -0.48
F  0.202  1.227  -0.656  -0.51
F  -1.175  -1.555  1.036  -0.47

As for the spin multiplicity: 1. The HOMO energy is -12.16 eV. Its gap between HOMO and LUMO is 11.02 eV. As for the charge: 0. The electronic energy comes out at -77695.372 eV. The value obtained for the energy above the lowest of the compared OMol25 structures with the same formula, charge and spin is 16.0 kcal per mole.



Record 4
C20H56FO7P | the ωB97M-V functional and the def2-TZVPD basis

Each line ends with the Mulliken charge.
Cartesian coordinates (Å):
C  -0.815  0.822  2.396  -1.91
C  0.131  -0.063  1.565  1.89
C  0.232  -1.513  2.086  -1.34
C  1.522  0.579  1.430  -0.98
P  2.488  -0.094  -0.012  0.09
C  3.405  1.469  -0.449  -0.75
C  4.118  1.435  -1.795  -0.12
F  4.086  0.164  -2.375  -0.32
H  -0.282  1.551  3.011  0.41
H  -1.490  1.393  1.753  0.33
H  -1.440  0.224  3.067  0.40
H  -0.289  -0.126  0.556  -0.10
H  0.030  -2.239  1.299  0.00
H  -0.503  -1.699  2.875  0.45
H  1.219  -1.747  2.494  0.26
H  2.111  0.347  2.323  0.09
H  1.438  1.668  1.363  0.56
H  1.443  0.074  -0.960  -0.04
H  4.120  1.625  0.365  0.36
H  2.706  2.306  -0.422  0.37
H  3.637  2.107  -2.508  0.12
H  5.171  1.705  -1.704  0.25
C  -3.879  -2.231  -0.335  -1.14
C  -2.579  -1.530  -0.006  0.19
O  -1.461  -2.111  -0.668  -0.46
H  -3.835  -3.284  -0.054  0.38
H  -4.714  -1.763  0.192  0.32
H  -4.072  -2.159  -1.406  0.11
H  -2.352  -1.599  1.059  0.19
H  -2.649  -0.466  -0.262  0.10
H  -1.595  -2.030  -1.619  0.25
C  -3.754  4.199  3.898  -0.92
C  -2.650  3.417  4.581  -0.22
O  -1.364  3.697  4.040  -0.48
H  -3.769  3.985  2.829  0.18
H  -4.727  3.931  4.314  0.31
H  -3.615  5.274  4.039  0.37
H  -2.794  2.347  4.427  0.21
H  -2.660  3.598  5.662  0.32
H  -1.171  4.631  4.167  0.27
C  -3.465  -2.428  -5.716  -1.17
C  -3.970  -2.414  -4.288  -0.17
O  -3.712  -1.176  -3.628  -0.46
H  -2.395  -2.222  -5.745  0.30
H  -3.645  -3.400  -6.177  0.35
H  -3.978  -1.674  -6.317  0.34
H  -3.455  -3.169  -3.692  0.28
H  -5.039  -2.649  -4.255  0.29
H  -4.160  -0.475  -4.112  0.26
C  2.810  -4.874  -1.456  -1.01
C  2.219  -5.126  -0.082  -0.24
O  2.167  -3.950  0.708  -0.40
H  3.810  -4.447  -1.367  0.26
H  2.872  -5.801  -2.029  0.37
H  2.191  -4.171  -2.019  0.29
H  2.841  -5.826  0.478  0.27
H  1.223  -5.576  -0.174  0.26
H  1.641  -3.291  0.242  0.17
C  4.436  2.160  -5.705  -0.96
C  5.825  2.683  -5.401  -0.13
O  6.024  4.014  -5.865  -0.52
H  4.238  2.210  -6.776  0.31
H  4.325  1.128  -5.369  0.29
H  3.678  2.760  -5.194  0.28
H  6.581  2.087  -5.912  0.29
H  6.028  2.618  -4.326  0.17
H  5.385  4.586  -5.429  0.30
C  -4.819  1.688  -1.014  -0.92
C  -5.259  1.609  0.435  -0.26
O  -4.993  2.806  1.156  -0.46
H  -3.754  1.919  -1.071  0.25
H  -4.993  0.738  -1.523  0.19
H  -5.365  2.467  -1.551  0.47
H  -4.701  0.832  0.959  0.15
H  -6.322  1.348  0.499  0.32
H  -5.477  3.527  0.739  0.27
C  3.744  -1.215  6.268  -1.07
C  3.318  -0.106  5.326  -0.15
O  3.792  -0.303  4.001  -0.49
H  4.831  -1.306  6.285  0.26
H  3.395  -1.015  7.282  0.35
H  3.325  -2.173  5.953  0.33
H  3.740  0.848  5.642  0.31
H  2.227  0.000  5.332  0.20
H  3.440  -1.137  3.669  0.27

The SMILES is CC(C)CPCCF.CCO.CCO.CCO.CCO.CCO.CCO.CCO. As for the spin multiplicity: 1. The HOMO energy is -8.50 eV. Its gap between HOMO and LUMO is 9.00 eV. As for the charge: 0. The electronic energy comes out at -47984.654 eV. The value obtained for the energy above the lowest of the compared OMol25 structures with the same formula, charge and spin is 0.0 kcal per mole.